Density functional theory data (the ωB97M-V functional and the def2-TZVPD basis) for C31H49NO4P2Y as an isolated structure at a distorted geometry.

As for the charge: +1. The calculation puts the total energy at -2287.07475 Ha. The HOMO energy comes out at -10.1000 eV. As for the spin multiplicity: 1. For the max |F|, the calculation gives 0.1345 Eh/bohr. The calculation puts the HOMO-LUMO gap at 0.204 Ha.

Structure (XYZ):
```
88
C31H49NO4P2Y, DFT the ωB97M-V functional and the def2-TZVPD basis
Y -0.39 -0.29 -0.99
C -2.41 1.79 -0.25
C -2.90 0.93 -1.28
C -2.66 -0.30 0.68
C -2.38 1.07 0.98
C -2.99 -0.40 -0.71
C -2.10 3.24 -0.38
H -1.81 3.49 -1.41
H -1.25 3.52 0.28
H -2.96 3.86 -0.11
C -2.23 1.70 2.31
H -2.41 2.79 2.25
H -1.22 1.56 2.74
H -2.96 1.30 3.04
C -2.84 -1.45 1.61
H -3.91 -1.71 1.70
H -2.45 -1.23 2.61
H -2.31 -2.34 1.23
C -3.29 -1.68 -1.39
H -4.33 -1.69 -1.74
H -3.14 -2.54 -0.72
H -2.65 -1.87 -2.27
C -3.54 1.43 -2.52
H -4.58 1.77 -2.36
H -3.59 0.67 -3.30
H -3.00 2.29 -2.94
C 1.55 0.43 -2.16
C 0.48 1.30 -2.41
C -0.10 1.59 -3.78
C -1.02 0.50 -4.41
C -1.10 -0.83 -3.76
C -0.02 -1.61 -3.48
C 1.36 -1.33 -4.04
C 2.25 -0.36 -3.24
H 0.70 1.81 -4.49
H -0.71 0.39 -5.46
H -0.71 2.51 -3.69
H 2.72 0.33 -3.96
H 2.21 0.53 -1.26
H 0.15 2.06 -1.66
H 3.08 -0.93 -2.77
H 1.89 -2.30 -4.16
H -0.16 -2.66 -3.21
H 1.29 -0.95 -5.06
H -2.03 0.90 -4.49
H -2.07 -1.31 -3.90
P 1.88 2.48 0.13
C 1.51 3.08 1.80
H 2.26 3.84 2.05
H 1.56 2.24 2.51
H 0.50 3.51 1.82
C 3.61 1.90 0.28
H 4.17 2.70 0.77
H 4.02 1.71 -0.72
H 3.64 0.98 0.88
C 2.15 4.01 -0.85
H 2.44 3.74 -1.88
H 2.95 4.56 -0.36
H 1.22 4.59 -0.87
P 0.79 -3.03 -0.68
C -0.23 -4.45 -1.27
H 0.44 -5.23 -1.65
H -0.93 -4.14 -2.06
H -0.81 -4.83 -0.41
C 2.41 -3.26 -1.53
H 2.36 -2.99 -2.59
H 2.71 -4.31 -1.42
H 3.14 -2.60 -1.04
C 1.30 -3.68 0.95
H 1.84 -4.64 0.80
H 0.41 -3.84 1.56
H 1.97 -2.95 1.43
O 2.45 -0.71 1.55
C 1.31 -0.44 1.94
O 0.30 -0.26 1.11
C 1.07 -0.36 3.42
C -0.23 -0.41 3.93
C -0.48 -0.35 5.29
C 0.60 -0.27 6.18
C 1.93 -0.29 5.70
C 2.16 -0.35 4.34
N 0.34 -0.19 7.59
O -0.85 -0.17 7.95
O 1.28 -0.12 8.42
H -1.06 -0.48 3.24
H -1.51 -0.32 5.66
H 2.75 -0.22 6.41
H 3.16 -0.39 3.93
```